(1)
Computed, not measured: a cluster of 2 separate species, C6H13NO2 in total, with wB97M-V/def2-TZVPD.

Last columns: bonded neighbours and bond lengths (Å).
Geometry (Å):
1 C 0.087 -1.098 -1.637  N6 1.364, O8 1.298, H11 1.082
2 C -0.648 0.943 -0.693  C5 1.457, O8 1.396, H14 1.082
3 C 1.751 -0.312 0.493  C4 1.525, H15 1.238, H16 1.090, H17 1.091
4 C 2.492 0.800 1.229  C3 1.525, H20 1.089, H21 1.091, H22 1.095
5 C -1.891 0.657 0.012  C2 1.457, C7 1.338, O9 1.395
6 N -0.592 -2.009 -0.883  C1 1.364, H12 1.016, H13 1.007
7 C -2.116 1.011 1.283  C5 1.338, H18 1.077, H19 1.076
8 O -0.228 0.154 -1.766  C1 1.298, C2 1.396
9 O -2.849 -0.128 -0.629  C5 1.395, H10 0.963
10 H -2.815 0.059 -1.573  O9 0.963
11 H 0.768 -1.474 -2.388  C1 1.082
12 H -1.356 -1.666 -0.307  N6 1.016
13 H -0.346 -2.978 -1.003  N6 1.007
14 H -0.481 1.982 -0.946  C2 1.082
15 H 0.648 0.201 0.265  C3 1.238
16 H 2.311 -0.598 -0.398  C3 1.090
17 H 1.656 -1.204 1.114  C3 1.091
18 H -3.071 0.829 1.748  C7 1.077
19 H -1.360 1.536 1.840  C7 1.076
20 H 1.988 1.064 2.158  C4 1.089
21 H 2.525 1.702 0.617  C4 1.091
22 H 3.526 0.527 1.465  C4 1.095

Calculated total energy (a.u.): -441.48793
LUMO energy (eV): 0.518
Frontier orbital gap (eV): 6.89
Energy above the lowest of the compared OMol25 structures with the same formula, charge and spin (eV): 5.227


(2)
Computed, not measured: a cluster of 2 separate species, C4H10F in total, with wB97M-V/def2-TZVPD.

Last columns: bonded neighbours and bond lengths (Å).
Geometry (Å):
1 C 0.903 -0.138 1.814  C3 1.528, H5 1.103, H6 1.103, H7 1.103
2 C -0.916 -0.299 -1.638  C4 1.528, H8 1.103, H9 1.103, H10 1.103
3 C -0.117 0.189 0.724  C1 1.528, C4 1.527, H11 1.107, H12 1.107
4 C 0.103 -0.627 -0.548  C2 1.528, C3 1.527, H13 1.107, H14 1.107
5 H 0.719 0.465 2.719  C1 1.103
6 H 1.923 0.071 1.453  C1 1.103
7 H 0.838 -1.206 2.084  C1 1.103
8 H -0.851 0.768 -1.908  C2 1.103
9 H -1.937 -0.509 -1.276  C2 1.103
10 H -0.733 -0.903 -2.543  C2 1.103
11 H -1.138 -0.009 1.103  C3 1.107
12 H -0.055 1.265 0.472  C3 1.107
13 H 1.125 -0.428 -0.926  C4 1.107
14 H 0.041 -1.703 -0.296  C4 1.107
15 F 0.095 3.065 -1.235  no bonds

Calculated total energy (a.u.): -258.28444
LUMO energy (eV): 4.108
Charge: -1
Frontier orbital gap (eV): 7.54
Energy above the lowest of the compared OMol25 structures with the same formula, charge and spin (eV): 0.056